ORCA calculation (ωB97M-V/def2-TZVPD) on 14 unconnected molecules or ions with the total composition C84H210N14O28.

Element x y z (Å)
1 C 5.4242 1.2453 3.7915
2 O 4.7390 0.6499 2.6711
3 C 5.5947 -0.1672 1.9587
4 C 4.8178 -0.5997 0.7102
5 N 5.4845 -1.7503 0.0593
6 C 4.7220 -2.1916 -1.1150
7 C 4.9059 -1.2657 -2.3056
8 O 4.1439 -1.7150 -3.4189
9 C 4.2181 -0.8552 -4.5049
10 H 4.7096 1.8766 4.3035
11 H 6.3089 1.8314 3.5220
12 H 5.7704 0.3985 4.4077
13 H 5.8608 -1.0870 2.5380
14 H 6.5047 0.3624 1.6928
15 H 4.6961 0.2042 -0.0115
16 H 3.7921 -0.8858 0.9665
17 H 5.5243 -2.5036 0.7594
18 H 3.6676 -2.3400 -0.8233
19 H 5.1476 -3.1488 -1.4377
20 H 5.9770 -1.1868 -2.5375
21 H 4.4465 -0.2838 -2.0420
22 H 3.3926 -1.0928 -5.1726
23 H 5.1835 -0.7330 -4.9915
24 H 3.9467 0.1179 -4.0549
25 C 3.1196 -3.2091 -10.7471
26 O 2.0750 -2.7257 -9.9311
27 C 2.3745 -2.8494 -8.5661
28 C 1.2593 -2.2428 -7.7218
29 N 1.0917 -0.7866 -7.9578
30 C -0.0032 -0.2356 -7.1654
31 C 0.6134 0.1723 -5.8023
32 O -0.3542 0.2984 -4.7964
33 C 0.2673 0.7157 -3.6138
34 H 2.9556 -2.9069 -11.7904
35 H 3.2901 -4.3093 -10.7083
36 H 4.0742 -2.7385 -10.4512
37 H 3.2992 -2.2861 -8.3388
38 H 2.5003 -3.8965 -8.2134
39 H 1.5057 -2.4254 -6.6742
40 H 0.3050 -2.7649 -7.9433
41 H 0.9248 -0.6976 -8.9404
42 H -0.7801 -1.0103 -7.0206
43 H -0.4630 0.6287 -7.6731
44 H 1.2097 1.0968 -5.9647
45 H 1.3040 -0.6510 -5.5119
46 H -0.4111 0.7995 -2.7702
47 H 0.7305 1.6892 -3.7754
48 H 1.0550 0.0193 -3.3038
49 C 8.1325 -1.5933 -5.8635
50 O 7.6058 -0.8227 -4.8137
51 C 8.1228 0.4743 -4.7277
52 C 7.3974 1.1769 -3.6536
53 N 7.9737 2.5028 -3.3915
54 C 7.1117 3.4427 -2.7151
55 C 6.8361 2.9775 -1.3347
56 O 6.1421 3.9830 -0.5955
57 C 5.5564 3.4788 0.5974
58 H 7.4553 -2.4279 -6.0941
59 H 9.1456 -1.9631 -5.5970
60 H 8.1508 -0.9984 -6.7825
61 H 7.9377 1.0159 -5.6787
62 H 9.2236 0.4822 -4.5816
63 H 7.4146 0.6108 -2.7282
64 H 6.3456 1.2489 -3.9956
65 H 8.3232 2.9488 -4.2398
66 H 6.1319 3.6183 -3.2279
67 H 7.6574 4.3820 -2.6048
68 H 7.8373 2.7614 -0.9267
69 H 6.2503 2.0409 -1.3570
70 H 6.3220 3.2506 1.3454
71 H 4.9518 2.5624 0.4226
72 H 4.8872 4.2339 1.0316
73 C 0.7235 -5.6360 0.4930
74 O 2.0127 -5.7504 1.1254
75 C 3.0444 -4.9834 0.4755
76 C 4.3632 -5.0756 1.2577
77 N 4.6433 -3.9599 2.1441
78 C 3.5132 -3.7572 3.1117
79 C 3.6145 -2.3982 3.7708
80 O 2.6242 -2.2310 4.7380
81 C 2.5951 -0.8387 5.2068
82 H 0.5163 -4.5777 0.2720
83 H 0.0967 -6.0818 1.2496
84 H 0.6730 -6.2604 -0.3992
85 H 2.6827 -3.9618 0.4429
86 H 3.1527 -5.3818 -0.5487
87 H 5.1404 -5.0296 0.4863
88 H 4.3678 -6.0813 1.7248
89 H 5.4722 -4.1452 2.6924
90 H 3.3967 -4.6089 3.7961
91 H 2.5837 -3.7777 2.5481
92 H 3.5582 -1.6259 2.9879
93 H 4.6118 -2.2748 4.2287
94 H 1.8344 -0.8566 5.9845
95 H 2.3969 -0.1553 4.3735
96 H 3.5255 -0.5737 5.7424
97 C -1.7995 0.2049 6.1967
98 O -2.7604 -0.6482 5.6784
99 C -3.8970 0.0308 5.2242
100 C -4.8385 -1.0605 4.6877
101 N -6.0992 -0.5417 4.2646
102 C -6.9589 -1.6046 3.7412
103 C -8.3668 -1.1057 3.4743
104 O -9.0047 -0.6393 4.6397
105 C -10.3022 -0.1338 4.4770
106 H -1.5206 0.9291 5.4192
107 H -0.9381 -0.3520 6.5597
108 H -2.2203 0.7800 7.0521
109 H -3.6996 0.7250 4.4098
110 H -4.3376 0.5596 6.1008
111 H -4.9138 -1.8480 5.4310
112 H -4.2453 -1.4392 3.8373
113 H -6.5793 0.0098 4.9708
114 H -7.1070 -2.4527 4.4392
115 H -6.4941 -2.0337 2.8356
116 H -8.9306 -1.9633 3.1001
117 H -8.5132 -0.3189 2.7240
118 H -10.5778 0.4925 5.3239
119 H -10.9944 -0.9976 4.5275
120 H -10.4313 0.3987 3.4969
121 C -1.6112 10.3993 4.4462
122 O -0.3522 9.9262 3.9495
123 C -0.1717 8.5464 3.8283
124 C 1.1415 8.2667 3.1285
125 N 1.4552 6.8663 2.9144
126 C 0.5108 6.1196 2.0740
127 C 0.9753 4.7081 2.0111
128 O 1.1410 4.2021 3.3390
129 C 1.4081 2.8291 3.3761
130 H -1.6229 11.4904 4.4325
131 H -1.8789 10.0062 5.4295
132 H -2.4246 9.9768 3.8282
133 H -1.0172 8.0735 3.2993
134 H -0.0907 8.1023 4.8556
135 H 1.9807 8.7472 3.6658
136 H 1.0516 8.6498 2.1114
137 H 1.6249 6.3747 3.7734
138 H 0.4728 6.5677 1.0765
139 H -0.5146 6.1624 2.5058
140 H 1.9164 4.6028 1.4416
141 H 0.2184 4.0792 1.5469
142 H 0.6574 2.2923 2.7683
143 H 1.2940 2.5461 4.4282
144 H 2.3747 2.5696 2.9670
145 C -2.1110 2.0508 1.6983
146 O -2.1128 3.4682 1.4826
147 C -2.6604 3.8643 0.2585
148 C -2.7534 5.4099 0.2324
149 N -3.5446 5.8330 1.3533
150 C -3.5934 7.2552 1.5136
151 C -4.3513 7.6511 2.7961
152 O -3.5765 7.2230 3.8943
153 C -4.2685 7.4673 5.1053
154 H -3.1230 1.6510 1.8253
155 H -1.5123 1.8128 2.5849
156 H -1.6176 1.5213 0.8756
157 H -3.6735 3.5111 0.0075
158 H -1.9988 3.4933 -0.5400
159 H -3.1558 5.7999 -0.7051
160 H -1.7255 5.7958 0.2339
161 H -3.1069 5.3831 2.1428
162 H -4.0946 7.7416 0.6704
163 H -2.5892 7.7224 1.6039
164 H -5.3536 7.2266 2.9311
165 H -4.4626 8.7297 2.9155
166 H -5.1435 6.8223 5.1843
167 H -4.5562 8.5228 5.2176
168 H -3.5769 7.1420 5.9012
169 C -0.2548 7.5132 -1.5378
170 O -0.5181 6.1097 -1.8066
171 C 0.0589 5.7295 -3.0617
172 C -0.4183 4.3424 -3.3722
173 N -1.8675 4.3852 -3.5812
174 C -2.3835 3.1162 -4.0416
175 C -3.9276 3.0519 -4.0120
176 O -4.3538 3.1632 -2.6343
177 C -5.7551 3.1606 -2.4008
178 H -0.6395 8.1731 -2.3275
179 H 0.8300 7.6373 -1.4143
180 H -0.7175 7.6957 -0.5573
181 H 1.1547 5.7177 -3.0417
182 H -0.2638 6.3715 -3.9199
183 H -0.1223 3.5734 -2.6274
184 H -0.0229 4.0071 -4.3253
185 H -2.3081 4.5930 -2.6894
186 H -1.9538 2.3622 -3.3573
187 H -2.0120 2.8897 -5.0557
188 H -4.2085 2.0389 -4.3303
189 H -4.3991 3.7797 -4.6999
190 H -6.1516 2.1550 -2.6164
191 H -6.2804 3.9426 -2.9717
192 H -5.8571 3.4042 -1.3265
193 C 2.6699 -4.4537 -4.3697
194 O 1.2426 -4.3056 -4.2757
195 C 0.9331 -3.1559 -3.4725
196 C -0.5858 -3.2490 -3.1017
197 N -0.7573 -4.4388 -2.2933
198 C -2.1740 -4.8562 -2.2537
199 C -2.3626 -5.9546 -1.2531
200 O -1.6686 -7.1648 -1.6112
201 C -2.1478 -7.9042 -2.6939
202 H 3.0655 -4.7794 -3.3852
203 H 3.1450 -3.4954 -4.5870
204 H 2.7715 -5.2484 -5.0951
205 H 1.1942 -2.2369 -3.9853
206 H 1.5445 -3.1785 -2.5423
207 H -1.2186 -3.3486 -4.0244
208 H -0.8545 -2.3448 -2.5472
209 H -0.2416 -5.1424 -2.8177
210 H -2.5513 -5.0945 -3.2583
211 H -2.7138 -4.0006 -1.8394
212 H -3.4121 -6.1745 -1.0855
213 H -1.7787 -5.6586 -0.3917
214 H -2.0012 -7.4134 -3.6514
215 H -3.2216 -8.1482 -2.5612
216 H -1.5989 -8.8242 -2.7123
217 C 7.0585 8.1319 2.5501
218 O 6.1371 8.7434 1.6394
219 C 5.0583 7.8799 1.3498
220 C 4.0992 8.5421 0.3927
221 N 2.9924 7.6168 0.1302
222 C 3.3575 6.4385 -0.6058
223 C 3.7315 6.6548 -2.1205
224 O 3.6522 5.4788 -2.8771
225 C 4.2874 5.5213 -4.1631
226 H 7.8885 8.8127 2.6652
227 H 7.4870 7.2619 2.0378
228 H 6.5583 7.8746 3.4859
229 H 4.5208 7.6515 2.3063
230 H 5.3586 6.9216 0.8986
231 H 4.6171 8.7732 -0.5429
232 H 3.6945 9.4906 0.7674
233 H 2.6738 7.3680 1.0644
234 H 2.4977 5.7584 -0.6388
235 H 4.1586 5.8528 -0.1564
236 H 4.7810 7.0261 -2.1118
237 H 3.1030 7.4818 -2.5058
238 H 5.3058 5.8870 -3.9974
239 H 3.7269 6.2147 -4.8006
240 H 4.2952 4.4976 -4.5169
241 C -6.0193 -5.7990 -3.0228
242 O -5.2307 -4.6184 -2.8363
243 C -5.7704 -3.5053 -3.5758
244 C -4.8458 -2.3100 -3.4712
245 N -4.7154 -1.7228 -2.1603
246 C -4.0228 -0.4387 -2.1976
247 C -4.2311 0.2372 -0.8671
248 O -5.6470 0.2425 -0.6630
249 C -5.9683 0.8526 0.5750
250 H -7.0766 -5.6246 -2.7693
251 H -5.6565 -6.5967 -2.3749
252 H -5.9659 -6.1568 -4.0604
253 H -6.7977 -3.3298 -3.2108
254 H -5.8758 -3.7817 -4.6444
255 H -5.2181 -1.6422 -4.2695
256 H -3.8757 -2.7103 -3.7989
257 H -5.6202 -1.5799 -1.7182
258 H -4.5299 0.2427 -2.9031
259 H -2.9355 -0.5195 -2.3868
260 H -3.9285 1.2847 -0.8841
261 H -3.6948 -0.2219 -0.0056
262 H -5.3149 1.7154 0.7088
263 H -5.7784 0.1525 1.3826
264 H -7.0148 1.2125 0.5096
265 C -7.6925 -7.4920 5.1020
266 O -7.8110 -7.0522 3.7618
267 C -8.9065 -6.1775 3.6391
268 C -8.7690 -5.4674 2.2366
269 N -7.4884 -4.7753 2.0314
270 C -7.2598 -4.5526 0.6353
271 C -5.9167 -3.8765 0.4212
272 O -4.9405 -4.5965 1.1393
273 C -3.7287 -3.8355 1.1268
274 H -6.7221 -7.9896 5.1259
275 H -8.5097 -8.1448 5.4282
276 H -7.7135 -6.5804 5.7319
277 H -8.9004 -5.4229 4.4293
278 H -9.8624 -6.7087 3.6377
279 H -9.5691 -4.7301 2.0444
280 H -8.9264 -6.2921 1.5049
281 H -6.7421 -5.4098 2.2970
282 H -8.0422 -3.9051 0.2130
283 H -7.2404 -5.4878 0.0491
284 H -5.8341 -2.8123 0.7194
285 H -5.6783 -3.9877 -0.6520
286 H -3.3630 -3.6517 0.1136
287 H -2.9745 -4.3533 1.7440
288 H -3.9285 -2.8290 1.5434
289 C -0.4695 -1.5415 3.1391
290 O -0.8838 -0.9155 1.9439
291 C -0.8593 -1.6908 0.7576
292 C 0.5638 -1.7761 0.1101
293 N 0.8929 -0.5369 -0.4817
294 C 1.2629 0.5518 0.3899
295 C 1.7105 1.7664 -0.4500
296 O 2.7955 1.3534 -1.2372
297 C 3.2927 2.3731 -2.0764
298 H -0.8030 -1.0233 4.0401
299 H 0.6059 -1.7517 3.1181
300 H -0.9240 -2.5354 3.2081
301 H -1.5454 -1.2004 0.0514
302 H -1.2337 -2.7187 0.9628
303 H 0.5228 -2.5932 -0.6400
304 H 1.2378 -2.0998 0.9490
305 H 1.5737 -0.5873 -1.2373
306 H 2.1386 0.2158 1.0078
307 H 0.4700 0.8087 1.0937
308 H 2.0668 2.6087 0.1702
309 H 0.9103 2.2755 -1.0097
310 H 2.4912 2.6449 -2.8036
311 H 4.2040 2.0309 -2.5835
312 H 3.5284 3.2308 -1.4448
313 C 5.4632 -9.7001 2.9285
314 O 4.2361 -9.2015 3.5225
315 C 3.2714 -8.9116 2.5127
316 C 1.9617 -8.5887 3.2241
317 N 1.9633 -7.2901 3.9152
318 C 0.6918 -7.0214 4.5710
319 C 0.4566 -5.5705 4.8019
320 O -0.6493 -5.4896 5.5666
321 C -1.1863 -4.1571 5.6447
322 H 6.1842 -9.8449 3.7073
323 H 5.8341 -8.9513 2.1943
324 H 5.2272 -10.5867 2.3624
325 H 3.1483 -9.7817 1.8588
326 H 3.6256 -8.0922 1.8759
327 H 1.7183 -9.3711 3.9527
328 H 1.1158 -8.6898 2.5149
329 H 2.1690 -6.5864 3.2255
330 H 0.6944 -7.5880 5.5145
331 H -0.1949 -7.3543 4.0029
332 H 0.3017 -5.1176 3.7968
333 H 1.3313 -5.0962 5.2820
334 H -0.3530 -3.4938 5.9238
335 H -1.9964 -4.1514 6.3778
336 H -1.5808 -3.8494 4.6658

Spin multiplicity ... 1
HOMO energy ... -8.2 eV
LUMO energy ... 0.460 eV
Total energy ... -168686.9852 eV
Relative energy (zero: lowest compared OMol25 entry of this formula, charge and spin) ... 0.000 eV
Frontier orbital gap ... 8.7 eV